The following is a DFT calculation (ωB97M-V/def2-TZVPD) of a molecular structure, C33H33BBrN5O4PS2V at a distorted geometry.

Each line ends with the Mulliken spin population.
Atoms and positions in Å:
1 C 0.750946 -4.056386 2.213769  0.006
2 S -0.256765 -2.941095 3.024370  -0.021
3 C -0.787792 -2.580741 -2.787690  0.003
4 C -1.612585 -1.443616 -2.791535  0.002
5 P 1.717098 -0.296539 -0.370579  -0.023
6 H -4.606563 -2.572362 -5.060099  0.000
7 H 2.202953 1.639977 1.014149  -0.001
8 H 2.376931 6.585874 2.166491  -0.002
9 C -3.767958 -0.231777 -6.253066  0.000
10 H -2.042878 -2.796894 -7.758608  0.000
11 H 3.475851 -1.961088 -0.349284  0.001
12 H -2.633127 -0.525595 0.850715  0.003
13 C 2.004079 1.495537 -0.046549  0.000
14 C -2.454085 -1.798505 -7.642820  0.000
15 H 4.080596 -0.946993 4.513302  0.007
16 N 1.412991 3.042969 5.568385  0.198
17 C -2.678626 -1.601732 1.051626  0.004
18 H -2.897261 -0.148284 -3.865237  0.000
19 H -1.664429 -1.069283 -7.806790  0.000
20 C 3.200462 -0.487971 4.084706  0.079
21 O -1.732620 -0.954889 -1.537053  0.025
22 C 0.968322 0.536642 2.951559  0.080
23 H -4.957841 -2.588723 -6.793002  0.000
24 H 1.111527 2.060685 -0.309129  -0.002
25 H 0.187242 8.610367 5.238719  0.001
26 C 1.775305 5.380136 3.828712  0.088
27 H 1.574433 -1.215201 -2.622364  -0.001
28 V 0.307158 -1.395413 1.146590  1.227
29 H 0.030948 6.511424 6.520522  0.007
30 H -3.590070 -2.020129 0.606124  0.000
31 C 0.899750 2.439655 4.490299  -0.072
32 C 1.294612 7.704448 3.639198  0.079
33 N 1.508047 -0.586018 2.398543  -0.019
34 B -1.040310 -1.893362 -0.691381  -0.021
35 H 3.850279 -0.606353 0.726771  0.004
36 H -3.732868 -3.671471 -6.116685  0.000
37 N 2.387441 -7.102944 1.464654  0.003
38 H -3.022013 0.558208 -6.259094  0.000
39 C 2.662773 0.662663 4.641550  -0.073
40 O -0.590753 0.260906 1.291024  0.024
41 H -0.748788 3.768242 4.149861  0.046
42 H -3.211725 -1.662446 -8.415778  0.000
43 H -2.676222 -1.781651 2.130131  -0.003
44 C -0.547302 -3.260489 -3.963198  0.000
45 H 2.855747 1.851282 -0.629546  0.001
46 C -0.797323 2.182256 2.738783  -0.138
47 C 0.631092 7.698503 4.858251  -0.028
48 Br 1.407138 9.342158 2.642750  0.002
49 C -0.249506 2.879397 3.786661  0.211
50 C -0.199155 0.987157 2.289805  0.118
51 H -4.395238 -0.123313 -7.136678  0.000
52 C 1.584552 -0.202965 -2.220554  0.003
53 H 4.082724 -0.424038 -1.032783  0.000
54 H 0.648739 0.287485 -2.487924  0.000
55 C -2.119712 -1.775717 -5.098433  0.000
56 C 1.759476 -6.283075 1.984526  -0.003
57 C 1.512186 1.206579 4.066433  -0.002
58 H -1.094013 -3.421131 -6.001525  0.000
59 C -4.167716 -2.677780 -6.049472  0.000
60 H -1.707945 2.526993 2.262487  -0.006
61 N 1.175810 4.266817 5.906729  0.290
62 C 1.112787 5.321068 5.089124  -0.051
63 H 0.104795 -4.117627 -3.995889  0.000
64 C 0.976135 -5.357432 2.675944  0.014
65 C 2.608962 -1.071913 2.975957  -0.056
66 C 3.463378 -0.875656 -0.256188  -0.002
67 H -4.400281 -0.124620 -5.376887  0.000
68 H 2.238234 4.485172 3.436399  0.022
69 H 3.013521 -1.979277 2.538981  -0.002
70 H 3.095100 1.134425 5.509870  -0.019
71 C -3.089752 -1.602014 -6.261202  0.000
72 C -2.264817 -1.018373 -3.927863  -0.002
73 C -1.234946 -2.845980 -5.099384  0.000
74 C 0.550652 6.531333 5.573955  0.068
75 O -1.552237 -2.265181 0.509368  -0.030
76 H 2.422408 0.352643 -2.646695  0.001
77 S 1.486503 -3.458550 0.786573  -0.007
78 C 1.868824 6.550578 3.122640  -0.041
79 N 0.073225 -6.330854 4.851520  0.005
80 O -0.389183 -2.856243 -1.531726  0.004
81 C 0.462671 -5.851893 3.874168  0.001

Forces on atoms 1 to 2 (eV/Å):
C 0.0649 -0.1238 0.2163
S -0.1449 -0.1195 0.6353

## Properties
Calculated total energy in eV: -177767.918
Expectation value of S²: 2.36
HOMO energy (alpha / beta) in eV: -1.001 / -1.659
Frontier orbital gap (alpha / beta) in eV: 4.432 / 5.090
LUMO (alpha / beta) in eV: 3.4 / 3.4
Charge: -2
Strongest force on any atom in eV/A: 2.99
Spin multiplicity: 3


The following is a DFT calculation (ωB97M-V/def2-TZVPD) of a molecular structure, C33H33IN4OP2SYb at a distorted geometry.

Each line ends with the Mulliken spin population.
Atoms and positions in Å:
1 H 2.170122 2.481621 -2.560526  0.000
2 C -2.878266 2.763081 0.133431  0.000
3 N -2.216403 0.483940 -2.243711  -0.001
4 H 4.189639 -3.573829 0.667431  0.000
5 N -1.706994 -2.104667 -0.886116  0.000
6 C 5.204902 -0.092406 -0.677717  0.000
7 C -4.600516 4.388506 -0.331167  0.000
8 H 3.298193 -3.890680 -1.769144  0.000
9 C 0.143011 1.149859 2.457525  -0.002
10 H 1.120406 3.684978 1.522491  0.000
11 P -1.151051 2.216276 0.344559  -0.003
12 H 0.769076 -2.842984 2.113264  0.000
13 C 0.610620 4.943428 -2.103984  0.000
14 C 1.824152 4.998080 -0.024117  0.000
15 H 2.489599 -2.513641 2.287319  0.000
16 O 0.752591 0.497472 -2.031615  -0.009
17 I 3.882173 1.182868 -4.159720  0.000
18 H 5.491020 0.887119 -1.043110  0.000
19 H 1.451022 2.113013 3.926241  0.000
20 H 0.980190 -7.485794 -1.740379  0.000
21 C 6.173504 -0.983554 -0.246683  0.000
22 H 0.916496 0.313784 -5.163763  0.000
23 P 1.737235 -2.116468 0.006264  -0.003
24 H -2.496855 4.815212 -0.379868  0.000
25 Yb -0.467308 -0.392000 -0.304456  1.021
26 C 0.960343 4.046880 0.512141  0.000
27 C -0.244185 3.986385 -1.575115  0.000
28 C -0.088723 3.550047 -0.254782  -0.001
29 C 1.999820 1.920538 -3.468395  0.000
30 H -4.884174 5.400108 -0.601747  0.000
31 C -3.874459 1.808046 0.364738  0.000
32 C -3.253393 4.057052 -0.212809  0.000
33 H 0.468134 5.298383 -3.119602  0.000
34 H 7.219574 -0.702521 -0.275021  0.000
35 C -5.216550 2.139433 0.257786  0.000
36 N 0.560310 0.125439 -4.241572  0.000
37 C 2.440602 -4.446209 -1.407298  0.000
38 H 2.840750 -0.233354 3.745469  0.000
39 C 1.136672 -6.468034 -1.402254  0.000
40 H -2.735651 -0.324766 -2.569709  0.000
41 H -0.769206 3.095572 2.606030  0.000
42 C 0.435909 -4.578330 -0.087734  0.000
43 C 1.216360 1.262864 3.295188  0.001
44 H -1.761993 0.877044 -3.060108  0.000
45 C 2.236433 -5.748792 -1.844721  0.000
46 H 2.314981 6.201575 -1.733159  0.000
47 C -5.578890 3.434191 -0.098514  0.000
48 H -1.914116 1.766655 2.540942  0.000
49 N 0.154416 -0.087545 1.820025  -0.002
50 C -1.382750 -2.448269 -1.974988  0.000
51 H -0.286541 -4.133199 0.581281  0.000
52 C 4.471021 -2.599902 0.279154  0.000
53 H 1.626997 2.565560 -4.255231  0.000
54 H 0.114283 -0.768803 -4.084720  0.000
55 H 3.100417 0.236764 -0.968168  0.000
56 C 1.268222 -0.757899 2.316538  0.002
57 H 2.939804 -6.199474 -2.535667  0.000
58 S -0.979028 -2.912514 -3.464622  0.000
59 C 1.648122 5.450194 -1.325539  0.000
60 C 3.490239 -1.712734 -0.168343  0.001
61 H -5.978131 1.392469 0.449565  0.000
62 H -0.632464 -6.434496 -0.181387  0.000
63 H -1.052787 3.591717 -2.184142  0.000
64 C 3.863158 -0.459181 -0.644105  0.000
65 C 1.549376 -3.852988 -0.516294  0.000
66 H 6.564257 -2.931851 0.576457  0.000
67 C 0.233578 -5.879933 -0.523853  0.000
68 C 1.067557 0.775773 -3.201058  -0.001
69 C 1.939631 0.033510 3.205594  -0.001
70 C 5.805865 -2.238685 0.232002  0.000
71 C -0.954006 2.118054 2.164861  0.000
72 H -2.909864 1.161487 -1.942109  0.000
73 H 2.637258 5.386105 0.580580  0.000
74 H -3.603750 0.798082 0.641007  0.000
75 H -6.625509 3.698075 -0.188562  0.000
76 C 1.565327 -2.147036 1.850521  0.000

Forces on atoms 1 to 2 (eV/Å):
H -0.0065 0.0537 0.0980
C -0.0316 0.0594 -0.1008

## Properties
Calculated total energy in eV: -111807.375
Expectation value of S²: 0.75
HOMO energy (alpha / beta) in eV: -9.943 / -9.943
Frontier orbital gap (alpha / beta) in eV: 7.116 / 7.118
LUMO (alpha / beta) in eV: -2.8 / -2.8
Charge: +1
Strongest force on any atom in eV/A: 1.42
ΔE to the lowest compared entry with this formula, charge and spin in kJ/mol: 11.62
Spin multiplicity: 2